No. 1
2 unconnected molecules or ions with the total composition H4O2, computed with ωB97M-V/def2-TZVPD.

Energy relative to the best compared isomer or geometry (same formula, charge and spin) (kJ/mol): 3.43
Frontier orbital gap (eV): 11.50
Charge: 0
HOMO energy (eV): -10.90
SMILES: O.O

Geometry (Å):
O: 27.410 16.201 15.926
H: 28.250 16.641 15.769
H: 27.413 15.450 15.312
O: 28.287 14.168 13.892
H: 28.456 14.276 12.949
H: 28.216 13.215 14.026

***

No. 2
2 unconnected molecules or ions with the total composition H4O2, computed with ωB97M-V/def2-TZVPD.

Energy relative to the best compared isomer or geometry (same formula, charge and spin) (kJ/mol): 7.26
Frontier orbital gap (eV): 12.08
Charge: 0
HOMO energy (eV): -11.38
SMILES: O.O

Geometry (Å):
O: 1.354 1.088 0.065
H: 1.825 0.587 -0.601
H: 0.727 0.467 0.434
O: -1.252 -0.785 0.415
H: -1.668 -0.024 0.009
H: -0.985 -1.334 -0.322

***

No. 3
2 unconnected molecules or ions with the total composition H4O2, computed with ωB97M-V/def2-TZVPD.

Energy relative to the best compared isomer or geometry (same formula, charge and spin) (kJ/mol): 20.15
Frontier orbital gap (eV): 11.36
Charge: 0
HOMO energy (eV): -10.75
SMILES: O.O

Geometry (Å):
H: 0.679 -0.098 0.146
H: 2.023 0.658 -0.044
H: -1.404 -0.952 0.148
H: -1.757 0.616 0.134
O: 1.580 -0.175 -0.159
O: -1.121 -0.050 -0.225

***

No. 4
2 unconnected molecules or ions with the total composition H4O2, computed with ωB97M-V/def2-TZVPD.

Energy relative to the best compared isomer or geometry (same formula, charge and spin) (kJ/mol): 35.84
Frontier orbital gap (eV): 10.88
Charge: 0
HOMO energy (eV): -10.43
SMILES: O.O

Geometry (Å):
H: -1.653 -0.917 -0.236
H: -0.466 -0.764 -1.176
H: 0.173 0.515 0.588
H: 1.698 0.780 0.235
O: -0.803 -0.352 -0.374
O: 1.051 0.738 0.964

***

No. 5
2 unconnected molecules or ions with the total composition H4O2, computed with ωB97M-V/def2-TZVPD.

Energy relative to the best compared isomer or geometry (same formula, charge and spin) (kJ/mol): 19.12
Frontier orbital gap (eV): 12.00
Charge: 0
HOMO energy (eV): -11.33
SMILES: O.O

Geometry (Å):
H: 0.822 0.635 0.494
H: 1.806 1.606 -0.222
H: -2.141 -1.292 -0.265
H: -0.707 -1.412 -0.415
O: 1.567 1.196 0.629
O: -1.347 -0.733 -0.221

***

No. 6
2 unconnected molecules or ions with the total composition H4O2, computed with ωB97M-V/def2-TZVPD.

Energy relative to the best compared isomer or geometry (same formula, charge and spin) (kJ/mol): 5.49
Frontier orbital gap (eV): 11.78
Charge: 0
HOMO energy (eV): -11.14
SMILES: O.O

Geometry (Å):
O: 1.498 0.639 -0.726
H: 0.682 0.756 -0.225
H: 1.301 -0.073 -1.341
O: -1.066 -0.196 0.474
H: -1.897 -0.241 0.956
H: -0.517 -0.885 0.863

***

Q: Look up the frontier orbital gap of the first one.
A: 11.50 eV